A structure of composition C24H39N3O5S2SiTc in a non-equilibrium geometry, computed with ωB97M-V/def2-TZVPD.

Geometry (Å):
Tc -0.103 0.062 -0.324
O 2.998 0.854 2.103
C 2.005 0.896 1.425
O 1.403 -0.129 0.891
C 1.206 2.152 1.192
C 1.602 3.406 1.653
C 0.733 4.463 1.527
C -0.547 4.239 0.984
C -1.523 5.254 0.912
C -2.763 4.994 0.393
C -3.075 3.713 -0.090
C -2.150 2.701 -0.037
C -0.873 2.935 0.503
N 0.032 1.918 0.590
H 2.579 3.502 2.094
H 0.997 5.456 1.855
H -1.268 6.232 1.285
H -3.508 5.772 0.355
H -4.054 3.530 -0.507
H -2.383 1.704 -0.400
C -3.473 -1.411 -4.248
C -2.413 -2.416 -4.679
C -2.164 -3.471 -3.603
C -2.802 -3.075 -6.000
O -1.151 -1.750 -4.894
Si -0.496 -0.322 -4.692
S -0.660 -0.087 -2.405
O 1.063 -0.271 -4.944
C 2.112 -1.170 -5.372
C 1.732 -1.757 -6.726
C 2.280 -2.274 -4.332
C 3.364 -0.304 -5.489
O -1.264 1.041 -4.939
C -1.358 1.974 -6.043
C -1.486 1.189 -7.341
C -0.102 2.838 -6.054
C -2.602 2.811 -5.759
H -4.429 -1.908 -4.115
H -3.584 -0.642 -5.009
H -3.195 -0.931 -3.310
H -3.074 -4.034 -3.422
H -1.842 -3.005 -2.671
H -1.391 -4.160 -3.935
H -3.736 -3.614 -5.878
H -2.033 -3.776 -6.312
H -2.927 -2.324 -6.776
H 0.793 -2.301 -6.655
H 2.509 -2.435 -7.065
H 1.623 -0.963 -7.460
H 1.359 -2.845 -4.243
H 2.532 -1.852 -3.361
H 3.079 -2.944 -4.637
H 3.196 0.489 -6.215
H 4.201 -0.909 -5.822
H 3.613 0.150 -4.533
H -0.607 0.564 -7.486
H -1.575 1.865 -8.186
H -2.365 0.549 -7.315
H 0.781 2.215 -6.169
H -0.013 3.397 -5.125
H -0.150 3.541 -6.880
H -3.479 2.172 -5.688
H -2.758 3.532 -6.555
H -2.485 3.347 -4.820
C 0.010 -0.287 4.768
N -0.740 -0.404 3.531
C -0.533 -1.319 2.610
N 0.336 -2.297 2.758
S -1.491 -1.243 1.135
H -0.329 0.597 5.300
H 1.074 -0.178 4.553
H -0.144 -1.156 5.409
H -1.502 0.242 3.379
H 0.910 -2.388 3.588
H 0.466 -2.977 2.026

**Gap between HOMO and LUMO (alpha / beta)**: 6.390 / 6.688 eV
**Charge**: +2
**Molar mass**: 639.8 g/mol
**Multiplicity**: 2
**E_tot**: -71966.9253 eV
**Expectation value of S²**: 0.94
**LUMO level (alpha / beta)**: -8.3 / -8.1 eV